Formula: C20H29N2O5P2PtS4
Source: the OMol25 dataset
Level of theory: ωB97M-V/def2-TZVPD

```
! wB97M-V def2-TZVPD RIJCOSX def2/J DEFGRID3
* xyz -1 1
Pt 0.0357 -0.4923 -0.5082
C -1.0723 2.0704 -2.3466
P -1.5788 1.0408 -0.9243
C -3.2723 0.5982 -1.4127
C -1.7745 2.3235 0.3478
C -2.9854 2.9527 0.6245
C -3.0274 4.0293 1.4956
C -1.8556 4.4925 2.0781
C -0.6558 3.8477 1.8227
C -0.6012 2.7416 0.9770
P 0.9204 1.6991 0.7738
C 2.1069 2.8441 -0.0114
C 1.5194 1.7075 2.4956
H -1.7059 2.9550 -2.4311
H -1.1418 1.4619 -3.2479
H -0.0324 2.3687 -2.2231
H -3.8388 1.4765 -1.7257
H -3.7826 0.0912 -0.5931
H -3.2043 -0.0930 -2.2505
H -3.9019 2.6095 0.1638
H -3.9731 4.5093 1.7138
H -1.8805 5.3418 2.7492
H 0.2459 4.1976 2.3090
H 2.2316 3.7507 0.5824
H 1.7906 3.1121 -1.0188
H 3.0556 2.3073 -0.0710
H 1.6460 2.7264 2.8624
H 2.4747 1.1833 2.5063
H 0.8187 1.1560 3.1200
O -6.1406 -4.6147 -3.0356
C -5.4201 -4.0086 -4.0166
O -5.8386 -4.0357 -5.1437
C -4.1498 -3.3581 -3.6095
C -3.2649 -2.9634 -4.6127
C -2.0757 -2.3435 -4.2994
C -1.7137 -2.0897 -2.9645
S -0.1937 -1.2738 -2.6864
C -2.5971 -2.4919 -1.9593
C -3.7947 -3.1044 -2.2856
H -5.6472 -4.5833 -2.2082
H -3.5398 -3.1476 -5.6430
H -1.4049 -2.0317 -5.0909
H -2.3508 -2.2928 -0.9228
H -4.4614 -3.3467 -1.4642
O 3.5510 0.1256 0.8962
S 2.9176 -1.1476 1.2275
O 1.8502 -0.9520 2.2344
O 3.8543 -2.1947 1.6022
S 1.9489 -1.8596 -0.4794
C -2.8795 -4.7313 1.4239
N -1.5504 -4.5033 1.9359
C -0.9703 -3.2789 2.0475
S -1.8181 -1.8277 1.7793
N 0.3045 -3.2675 2.4094
C 1.1356 -4.4437 2.5138
H -3.1645 -5.7581 1.6554
H -2.9277 -4.5825 0.3478
H -3.5790 -4.0478 1.9013
H -0.9270 -5.2924 1.9283
H 0.7817 -2.3537 2.3299
H 1.1290 -5.0264 1.5854
H 0.8239 -5.0810 3.3472
H 2.1584 -4.1089 2.6694
*
```

energy above the lowest of the compared OMol25 structures with the same formula, charge and spin = 8.3 kcal per mole
HOMO energy = -4.74 eV
E = -3660.241633 hartree

Mulliken population analysis, charges in e, atoms 1 to 6: number 1, Pt, carries 1.104; number 2, C, carries -1.138; number 3, P, carries 0.624; number 4, C, carries -1.259; number 5, C, carries 0.541; number 6, C, carries -0.606